(1)
The following is a quantum chemistry calculation of a structure of composition C38H51Cl3N2O3PPbSi, from OMol25.

The geometry in ORCA input format:
```
! RIJCOSX wB97M-V def2-TZVPD def2/J DEFGRID3
* xyz -1 1
C 5.887 4.939 -1.121
C 6.370 4.681 -2.513
H 6.643 4.648 -0.372
H 4.957 4.395 -0.916
H 5.690 6.015 -0.967
C 7.640 4.977 -2.865
C 8.662 5.582 -1.958
H 8.016 4.801 -3.870
H 8.771 5.067 -0.990
H 8.430 6.635 -1.741
H 9.646 5.590 -2.452
Pb 1.855 3.609 -1.816
Cl -0.539 3.494 -0.960
Cl 2.604 4.648 0.355
C -0.282 0.225 -3.798
O 0.200 -0.530 -2.951
N -0.030 0.100 -5.129
C 0.789 -1.011 -5.574
C -0.288 1.179 -6.076
H -0.964 1.066 -3.560
H 0.638 -1.839 -4.879
H 1.853 -0.741 -5.592
H 0.467 -1.280 -6.581
H -1.065 1.851 -5.669
H -0.638 0.747 -7.027
H 0.621 1.778 -6.292
H 3.177 0.536 3.060
H 4.483 0.800 0.747
C 3.675 -0.449 3.105
C 4.925 -0.171 1.010
N 3.958 -0.940 1.766
H 3.012 -1.161 3.621
C 3.236 -1.951 1.208
O 3.502 -2.534 0.152
H 5.191 -0.718 0.105
H 2.358 -2.217 1.838
H 4.620 -0.336 3.663
H 5.799 -0.006 1.654
O 4.682 2.991 -3.037
C 5.325 4.184 -3.512
C 6.991 3.306 -5.238
C 5.886 4.109 -4.926
H 7.486 2.721 -4.451
C 7.512 3.286 -6.542
H 4.518 4.933 -3.470
C 5.355 4.957 -5.906
H 8.314 2.585 -6.807
C 6.995 4.166 -7.501
C 5.922 5.009 -7.177
H 4.515 5.593 -5.638
H 7.427 4.203 -8.502
H 5.519 5.693 -7.920
Si 4.470 1.450 -3.783
Cl 2.080 1.036 -0.417
C 6.063 0.511 -4.131
C 3.588 1.733 -5.414
C 3.506 0.319 -2.708
H 6.611 0.895 -5.001
H 5.814 -0.538 -4.345
H 6.744 0.512 -3.271
H 4.142 0.054 -1.858
H 3.090 -0.582 -3.210
H 2.602 0.866 -2.319
H 4.224 2.278 -6.122
H 2.676 2.316 -5.263
H 3.319 0.781 -5.887
C -5.097 -3.718 -1.734
C -4.923 -2.335 -1.881
C -3.863 -1.691 -1.246
C -2.985 -2.421 -0.417
C -3.146 -3.809 -0.295
C -4.201 -4.454 -0.953
P -1.765 -1.416 0.542
C -2.890 -0.915 1.903
C -2.940 0.453 2.241
C -3.809 0.885 3.243
C -4.648 -0.030 3.893
C -4.617 -1.385 3.544
C -3.737 -1.827 2.550
C -0.799 -2.747 1.341
C -0.725 -2.934 2.730
C -0.040 -4.039 3.244
C 0.631 -4.915 2.386
C 0.659 -4.657 1.011
C -0.019 -3.559 0.493
H -5.929 -4.220 -2.231
H -5.615 -1.755 -2.495
H -3.712 -0.615 -1.365
H -2.461 -4.396 0.319
H -4.314 -5.536 -0.847
H -2.299 1.159 1.709
H -3.840 1.939 3.519
H -5.335 0.308 4.670
H -5.267 -2.108 4.042
H -3.720 -2.884 2.273
H -1.236 -2.251 3.412
H -0.038 -4.218 4.321
H 1.154 -5.784 2.787
H 1.214 -5.310 0.339
H 0.020 -3.339 -0.573
*
```

HOMO: -5.03 eV
ΔE to the lowest compared entry with this formula, charge and spin: 1.655 eV
HOMO-LUMO gap: 0.26993 Ha
electronic energy: -109343.9554 eV

(2)
The following is a quantum chemistry calculation of a structure of composition C38H51IN4O2RuSi4Te, from OMol25.

The geometry in ORCA input format:
```
! RIJCOSX wB97M-V def2-TZVPD def2/J DEFGRID3
* xyz 1 2
Ru -0.126 -1.497 -0.020
C -2.013 -1.480 2.983
C -0.534 -1.530 3.192
C -0.040 -1.608 4.491
C 1.317 -1.627 4.708
C 2.158 -1.553 3.615
C 1.624 -1.502 2.343
N 0.283 -1.499 2.127
C 2.503 -1.488 1.152
C 3.887 -1.500 1.194
C 4.586 -1.603 0.007
C 3.894 -1.668 -1.188
C 2.511 -1.590 -1.164
N 1.864 -1.475 -0.011
C 1.641 -1.651 -2.363
C 2.188 -1.703 -3.630
C 1.359 -1.794 -4.732
C 0.002 -1.833 -4.524
C -0.506 -1.776 -3.229
C -1.985 -1.839 -3.030
N 0.299 -1.672 -2.158
H -2.520 -1.298 3.928
H -2.366 -2.431 2.584
H -2.279 -0.691 2.284
H -0.734 -1.655 5.318
H 1.719 -1.697 5.710
H 3.228 -1.558 3.745
H 4.418 -1.489 2.133
H 5.666 -1.672 0.015
H 4.431 -1.800 -2.115
H 3.260 -1.680 -3.749
H 1.771 -1.843 -5.731
H -0.682 -1.912 -5.357
H -2.482 -2.028 -3.980
H -2.363 -0.899 -2.629
H -2.238 -2.640 -2.341
C -3.148 3.230 1.186
Si -1.551 4.117 1.604
C -1.830 5.966 1.624
C -0.952 3.491 3.262
Si 0.049 3.604 -0.061
Te 0.111 1.085 -0.086
Si -0.635 4.191 -2.245
C -0.759 6.053 -2.357
C 0.586 3.505 -3.485
C -2.307 3.410 -2.568
Si 2.209 4.388 0.487
C 2.165 6.253 0.588
C 3.393 3.808 -0.841
C 2.722 3.625 2.116
H -3.900 3.391 1.963
H -2.977 2.153 1.102
H -3.567 3.577 0.239
H -2.570 6.239 2.381
H -2.196 6.319 0.657
H -0.909 6.509 1.847
H -1.731 3.605 4.021
H -0.070 4.034 3.607
H -0.689 2.431 3.204
H 0.206 6.532 -2.172
H -1.469 6.447 -1.626
H -1.097 6.360 -3.350
H 1.569 3.968 -3.389
H 0.235 3.677 -4.507
H 0.711 2.428 -3.347
H -3.078 3.823 -1.915
H -2.267 2.330 -2.399
H -2.623 3.578 -3.601
H 1.845 6.698 -0.357
H 3.157 6.649 0.823
H 1.478 6.597 1.364
H 3.182 4.275 -1.806
H 3.322 2.725 -0.970
H 4.425 4.049 -0.575
H 2.096 3.965 2.942
H 3.758 3.881 2.356
H 2.647 2.535 2.066
I 0.030 -10.697 -0.046
C 0.358 -8.636 0.061
C 1.580 -8.161 0.515
C 1.781 -6.792 0.608
C 0.773 -5.905 0.251
C -0.438 -6.399 -0.221
C -0.653 -7.766 -0.317
C 1.011 -4.421 0.411
O 2.089 -4.046 0.859
O 0.011 -3.679 0.068
H 2.364 -8.851 0.795
H 2.721 -6.392 0.963
H -1.211 -5.702 -0.514
H -1.596 -8.151 -0.681
C -5.004 -2.063 0.014
C -4.122 -3.122 0.138
C -2.761 -2.874 0.121
N -2.245 -1.643 -0.030
C -3.106 -0.629 -0.172
C -4.480 -0.791 -0.143
H -6.074 -2.225 0.039
H -4.478 -4.137 0.249
H -2.035 -3.671 0.226
H -2.674 0.354 -0.307
H -5.117 0.077 -0.245
*
```

HOMO (spin up / spin down): -9.93 / -9.74 eV
ΔE to the lowest compared entry with this formula, charge and spin: 0.000 eV
HOMO-LUMO gap (spin up / spin down): 0.26016 / 0.20171 Ha
electronic energy: -99776.6706 eV
<S²>: 0.7567

- Number 1 is which compound?
  C38H51Cl3N2O3PPbSi